(1)
The following is a DFT calculation (ωB97M-V/def2-TZVPD) of CH3FN2 in the gas phase at a distorted geometry.

Structure (XYZ):
```
7
Properties=species:S:1:pos:R:3
C 0.451 0.435 0.067
N 0.054 -0.917 0.314
N -0.796 -0.213 -0.621
F -1.812 0.348 0.190
H 0.188 1.114 0.765
H 1.335 0.847 -0.567
H 0.581 -1.615 -0.149
```

As for the LUMO energy: 1.107 eV. The calculation puts the total energy at -6779.060 eV. The SMILES is FN1CN1. For the molecular weight, the calculation gives 62.0 g mol⁻¹. Its HOMO energy is -10.74 eV. Its HOMO-LUMO gap is 0.43536 hartree.

Atom charges from the Mulliken analysis, given in e for atoms 1 to 2: -0.05, -0.34

---

(2)
The following is a DFT calculation (ωB97M-V/def2-TZVPD) of CH3FN2 in the gas phase at a distorted geometry.

Structure (XYZ):
```
7
Properties=species:S:1:pos:R:3
C 0.289 -0.132 -0.289
N 0.046 -1.268 0.698
N -0.498 0.886 -0.018
F 0.685 -2.429 0.295
H 0.921 0.016 -1.070
H -0.419 1.883 -0.438
H -1.025 1.043 0.822
```

As for the LUMO energy: 0.692 eV. The calculation puts the total energy at -6779.496 eV. The SMILES is N/C=N/F. For the molecular weight, the calculation gives 62.0 g mol⁻¹. Its HOMO energy is -8.37 eV. Its HOMO-LUMO gap is 0.33313 hartree.

Atom charges from the Mulliken analysis, given in e for atoms 1 to 2: 0.04, -0.34

---

(3)
The following is a DFT calculation (ωB97M-V/def2-TZVPD) of a 2-piece molecular cluster, CH3FN2O2 overall at a distorted geometry.

Structure (XYZ):
```
9
Properties=species:S:1:pos:R:3
C 1.452 -0.073 0.051
N -0.531 -0.640 -0.311
N -1.333 0.474 -0.100
O -0.854 1.475 -0.566
O -2.428 0.299 0.357
F -0.775 -1.765 0.341
H 1.548 0.611 -0.838
H 0.920 0.593 0.855
H 2.001 -0.975 0.209
```

As for the LUMO energy: -0.936 eV. The calculation puts the total energy at -10870.044 eV. For the molecular weight, the calculation gives 94.0 g mol⁻¹. Its HOMO energy is -10.25 eV. Its HOMO-LUMO gap is 0.34234 hartree.

Atom charges from the Mulliken analysis, given in e for atoms 1 to 2: -0.41, -0.21

---

(4)
The following is a DFT calculation (ωB97M-V/def2-TZVPD) of a 2-piece molecular cluster, CH3FNO2S overall at a distorted geometry.

Structure (XYZ):
```
9
Properties=species:S:1:pos:R:3
C -1.789 0.132 -0.384
N 1.425 -0.524 1.136
O 0.248 1.675 -0.949
O 0.467 -0.634 -1.797
F -2.229 -1.120 -0.144
S 0.031 0.247 -0.711
H -1.634 0.454 0.685
H 2.231 -0.589 0.562
H 1.250 0.360 1.602
```

As for the LUMO energy (spin up / spin down): 3.689 / 3.702 eV. The calculation puts the total energy at -20220.657 eV. Its net charge is -1. For the molecular weight, the calculation gives 112.1 g mol⁻¹. Its HOMO energy (spin up / spin down) is -3.85 / -3.82 eV. Its HOMO-LUMO gap (spin up / spin down) is 0.27706 / 0.27660 hartree.

Atom charges from the Mulliken analysis, given in e for atoms 1 to 2: -0.19, -0.73